An isolated molecule of C11H14N4O4 in a non-equilibrium geometry, computed with the ωB97M-V functional and the def2-TZVPD basis.

```
33
Properties=species:S:1:pos:R:3:forces:R:3:lowdin_charge:R:1
O 0.82143 4.15649 3.53705 -1.8150 -0.6270 -1.5312 0.06
O -1.64967 -3.38266 -0.04359 0.2855 -0.4956 0.1285 -0.10
O -0.97712 4.86123 2.48349 1.5626 -1.7886 0.5055 0.05
O -0.03035 -4.37489 1.06990 -0.0767 1.2373 -0.5025 -0.05
N 0.03706 -0.74224 -1.41164 2.4315 -0.1733 -1.7084 -0.26
N -0.50830 -3.34603 0.52529 -0.2755 0.1125 -0.0967 -0.45
N -0.15322 3.95964 2.77465 0.2022 3.2199 1.6504 -0.32
N 1.43414 -0.29945 -1.00830 0.6691 1.2997 -1.6300 0.07
C 0.13289 -2.14007 0.48354 -0.0929 -0.5483 0.6881 -0.10
C -1.53660 1.26016 0.65235 0.5274 -0.3613 0.1040 -0.02
C -0.51455 0.28337 0.73189 -0.2879 0.6647 0.1213 -0.15
C -0.34337 2.67406 2.20397 -0.1370 -1.9860 -1.3803 -0.16
C 2.50389 -0.84772 -1.43362 -0.8983 -0.6314 0.0017 0.04
C 0.57473 0.51507 1.58488 -0.2654 0.4532 0.3070 -0.01
C 0.63346 1.67438 2.36351 -0.2109 0.3021 -0.2814 0.03
C -1.43414 2.46180 1.33960 0.4471 0.2276 0.4905 0.02
C -0.55381 0.39305 -2.19784 0.1178 0.2840 -0.4485 0.04
C -0.59367 -0.98451 -0.12143 -0.3193 -0.8462 2.6504 -0.25
C 0.08781 -1.96419 -2.26644 -0.2557 -0.2432 -0.3423 0.00
H 3.44366 -0.27962 -1.31122 -0.6379 -0.3468 0.4940 0.10
H -0.91585 -2.40252 -2.30390 0.2605 0.0796 0.1168 0.12
H -1.64204 -1.26742 -0.28868 0.3548 0.0287 -0.0949 0.16
H 0.41313 -1.64668 -3.25927 -0.0272 -0.0878 0.1202 0.10
H 0.79322 -2.68910 -1.86268 -0.3962 0.0720 0.1585 0.09
H 1.12121 -2.02729 0.93883 -0.7560 -0.4142 -0.0476 0.11
H 1.41334 -0.18553 1.62522 -0.5455 0.2798 0.1656 0.11
H -0.77934 0.02988 -3.20492 0.0828 0.1708 0.2776 0.10
H 1.45496 1.85078 3.05275 -0.1125 -0.0145 -0.2308 0.12
H -2.39413 1.10340 -0.00790 0.2141 -0.0082 0.3787 0.12
H 2.59962 -1.86102 -1.87601 -0.2371 0.7607 -0.1248 0.10
H -1.47167 0.76195 -1.73722 0.3686 -0.2492 -0.0345 0.08
H 0.19058 1.19278 -2.24651 -0.2666 -0.1256 0.0653 0.11
H -2.15729 3.26288 1.21423 0.0896 -0.2454 0.0297 0.12
```
Forces are in eV/Å.

The calculation puts the largest force on an atom at 0.07047 Eh/bohr. As for the structure (SMILES): C=N[N+](C)(C)[C@@H](C=[N+]([O-])[O-])c1ccc([N+](=O)[O-])cc1. Its gap between HOMO and LUMO is 6.4 eV. The energy relative to the best compared isomer or geometry (same formula, charge and spin) comes out at 161.4 kcal per mole. The calculation puts the LUMO energy at -1.1 eV.

An isolated ion of composition C11H14N5O and charge +1 in a non-equilibrium geometry, computed with the ωB97M-V functional and the def2-TZVPD basis.

```
31
Properties=species:S:1:pos:R:3:forces:R:3:lowdin_charge:R:1
O -2.03745 -0.29650 2.20405 0.0867 0.3530 -0.8812 0.14
N 0.71915 0.87362 -1.50256 2.7449 -1.4778 -1.1220 0.08
N -0.87620 -1.11427 0.39900 0.4839 -0.1950 0.1622 0.07
N -0.11078 0.35886 -3.51743 0.7533 0.8882 3.2172 0.16
N -2.24942 1.37984 -3.14906 -0.0017 0.2679 0.6270 0.20
N -0.52954 1.37650 -1.46547 -0.1520 -0.1910 -1.8091 -0.01
C 2.50450 -0.32817 2.16439 -1.1066 -1.9958 -0.8029 -0.07
C -1.02559 1.06674 -2.71675 1.3706 -1.0042 -0.7230 -0.32
C 0.98622 0.25168 -2.68547 -2.7920 1.2882 0.3146 -0.03
C 2.21642 -2.82860 2.02962 -0.2108 2.0878 -0.2303 -0.05
C 1.20630 -0.21442 1.51218 0.4012 -0.8021 -0.1378 -0.07
C -1.11237 2.07822 -0.30234 -0.9869 -0.0607 0.1422 -0.08
C 0.38124 -1.34456 1.07944 2.7282 -0.3248 1.5434 -0.24
C -1.70458 -0.10109 1.05991 -0.6920 -0.0298 1.6490 -0.40
C 3.03608 -1.66392 2.41164 -2.2322 0.4396 -0.9929 -0.07
C 0.90676 -2.68756 1.37482 1.3450 1.5642 0.4757 -0.01
C -2.23173 1.19485 0.36689 0.4136 -0.0860 -0.3040 -0.06
H 1.97471 -0.22950 -2.82839 -1.0307 0.3782 -0.2268 0.16
H -2.57629 1.01748 -4.04392 0.1920 0.3269 0.5059 0.14
H -1.38720 -2.00459 0.48759 0.0258 0.5761 -0.2773 0.14
H 1.44658 0.90615 -0.78697 -0.9086 0.2663 0.3976 0.16
H 4.03789 -1.76640 2.87910 -0.9698 -0.1289 -0.3850 0.10
H 2.65219 -3.82901 2.26643 -0.7267 0.8952 -0.3987 0.11
H -1.60096 3.01611 -0.67448 0.6254 -0.6949 0.2897 0.14
H 3.07215 0.60028 2.42821 -0.6352 -1.0929 -0.2242 0.11
H -2.81535 1.99287 -2.56763 -0.0473 -0.3797 -0.6445 0.12
H 0.82450 0.81744 1.30269 0.3069 -0.9751 0.4463 0.08
H -0.29981 2.36820 0.41928 -0.7790 -0.3725 -0.8923 0.14
H -3.02187 0.91539 -0.38784 0.8815 0.1891 0.5961 0.13
H -2.74355 1.80977 1.14958 0.5367 -0.6647 -0.5707 0.14
H 0.35802 -3.61541 1.09349 0.3755 0.9552 0.2559 0.11
```
Forces are in eV/Å.

The calculation puts the largest force on an atom at 0.06654 Eh/bohr. The total charge is +1. As for the structure (SMILES): Nc1nc[nH][n+]1CCC(=O)Nc1ccccc1. Its gap between HOMO and LUMO is 8.5 eV. The energy relative to the best compared isomer or geometry (same formula, charge and spin) comes out at 49.0 kcal per mole. The calculation puts the LUMO energy at -3.0 eV.